# 1
DFT (ωB97M-V/def2-TZVPD) results for C3H7NOS in the gas phase in a non-equilibrium geometry.

Calculated values
energy above the lowest of the compared OMol25 structures with the same formula, charge and spin	2.450	eV
SMILES	CCN(O)C=S
net charge	0
frontier orbital gap	9.49	eV

Last columns: bonded neighbours and bond lengths (Å).
Geometry (Å):
1 C -1.4296 -0.1740 0.7754  C2 1.525, H4 1.118, H5 1.058, H6 1.075
2 C -0.7746 -0.1752 -0.6013  C1 1.525, H7 1.077, H8 1.111, N11 1.435
3 C 1.6885 -0.4823 -0.2770  H10 1.092, N11 1.347, S13 1.632
4 H -0.9781 -0.9864 1.3970  C1 1.118
5 H -2.4549 -0.4215 0.6868  C1 1.058
6 H -1.2893 0.8100 1.1858  C1 1.075
7 H -0.7753 -1.1784 -0.9925  C2 1.077
8 H -1.3572 0.3926 -1.3586  C2 1.111
9 H 1.5536 1.8500 0.1048  O12 0.950
10 H 1.4077 -1.4789 -0.6240  C3 1.092
11 N 0.5828 0.2661 -0.4535  C2 1.435, C3 1.347, O12 1.392
12 O 0.6530 1.6000 -0.0628  H9 0.950, N11 1.392
13 S 3.1734 -0.0219 0.2200  C3 1.632

# 2
DFT (ωB97M-V/def2-TZVPD) results for C3H7NOS in the gas phase.

Calculated values
energy above the lowest of the compared OMol25 structures with the same formula, charge and spin	0.012	eV
SMILES	NC(=O)CCS
net charge	0
frontier orbital gap	9.92	eV

Last columns: bonded neighbours and bond lengths (Å).
Geometry (Å):
1 C -0.0181 0.3792 -0.1859  C2 1.529, C4 1.521, H7 1.087, H8 1.090
2 C 0.2178 0.6294 1.3038  C1 1.529, S3 1.803, H9 1.088, H10 1.090
3 S 0.9213 2.2502 1.6651  C2 1.803, H11 1.341
4 C -0.6734 -0.9738 -0.4197  C1 1.521, N5 1.364, O6 1.213
5 N -0.4702 -1.5336 -1.6473  C4 1.364, H12 1.007, H13 1.006
6 O -1.3426 -1.5290 0.4261  C4 1.213
7 H -0.6310 1.1744 -0.6019  C1 1.087
8 H 0.9331 0.4040 -0.7182  C1 1.090
9 H -0.7462 0.6456 1.8080  C2 1.088
10 H 0.7974 -0.1847 1.7399  C2 1.090
11 H 1.9834 2.1793 0.8489  S3 1.341
12 H -1.0445 -2.3371 -1.8421  N5 1.007
13 H 0.0729 -1.1038 -2.3767  N5 1.006

# 3
DFT (ωB97M-V/def2-TZVPD) results for C3H7NOS in the gas phase in a non-equilibrium geometry.

Calculated values
energy above the lowest of the compared OMol25 structures with the same formula, charge and spin	4.665	eV
SMILES	CO/N=C\SC
net charge	0
frontier orbital gap	9.57	eV

Last columns: bonded neighbours and bond lengths (Å).
Geometry (Å):
1 C -0.9994 0.4733 -1.5427  H4 1.156, H5 1.167, H6 1.125, S13 1.722
2 C -0.0120 0.6995 1.1568  H7 1.110, N11 1.287, S13 1.777
3 C 1.7763 -1.9141 -0.1587  H8 1.187, H9 1.334, H10 1.234, O12 1.368
4 H -0.8660 -0.6547 -1.7598  C1 1.156
5 H -1.8073 1.0831 -2.1228  C1 1.167
6 H -0.0492 0.8710 -1.9957  C1 1.125
7 H -0.2138 1.3632 2.0231  C2 1.110
8 H 2.7875 -1.3825 0.1637  C3 1.187
9 H 1.4225 -2.9936 0.5410  C3 1.334
10 H 1.9852 -2.2552 -1.3257  C3 1.234
11 N 1.0381 -0.0393 1.0662  C2 1.287, O12 1.441
12 O 0.8610 -0.9012 -0.0751  C3 1.368, N11 1.441
13 S -1.3752 0.9939 0.0551  C1 1.722, C2 1.777

# 4
DFT (ωB97M-V/def2-TZVPD) results for C3H7NOS in the gas phase in a non-equilibrium geometry.

Calculated values
energy above the lowest of the compared OMol25 structures with the same formula, charge and spin	1.493	eV
SMILES	N[C@@H](C=O)CS
net charge	0
frontier orbital gap	9.80	eV

Last columns: bonded neighbours and bond lengths (Å).
Geometry (Å):
1 O 1.5539 -1.2132 1.4754  C2 1.201
2 C 1.1185 -1.2109 0.3565  O1 1.201, C3 1.544, H7 1.107
3 C 0.3256 -0.0180 -0.2191  C2 1.544, C4 1.506, N6 1.463, H8 1.105
4 C -1.1228 -0.4309 -0.1973  C3 1.506, S5 1.942, H9 1.085, H10 1.092
5 S -2.0314 0.8633 -1.3237  C4 1.942, H11 1.362
6 N 0.6761 1.1689 0.5602  C3 1.463, H12 1.009, H13 1.009
7 H 1.0437 -2.1296 -0.2566  C2 1.107
8 H 0.6241 0.1838 -1.2637  C3 1.105
9 H -1.6528 -0.5016 0.7471  C4 1.085
10 H -1.2195 -1.2838 -0.8716  C4 1.092
11 H -1.8017 1.7841 -0.3472  S5 1.362
12 H 1.2953 0.9439 1.3247  N6 1.009
13 H 1.1909 1.8440 0.0152  N6 1.009

# 5
DFT (ωB97M-V/def2-TZVPD) results for C3H7NOS in the gas phase in a non-equilibrium geometry.

Calculated values
energy above the lowest of the compared OMol25 structures with the same formula, charge and spin	5.459	eV
SMILES	CCS/C=N\O
net charge	0
frontier orbital gap	9.77	eV

Last columns: bonded neighbours and bond lengths (Å).
Geometry (Å):
1 C -2.1282 -0.2785 -0.1820  C2 1.714, H4 1.165, H5 1.188, H6 1.283
2 C -0.6044 0.0615 0.5250  C1 1.714, H7 1.109, H8 1.078, S13 1.657
3 C 1.8223 0.9773 -0.2800  H9 1.019, N11 1.234, S13 1.847
4 H -3.0688 0.0026 0.4447  C1 1.165
5 H -2.3333 0.5804 -0.9762  C1 1.188
6 H -2.3335 -1.4292 -0.7118  C1 1.283
7 H -0.3138 -0.5780 1.3839  C2 1.109
8 H -0.8403 1.0576 0.8638  C2 1.078
9 H 1.7543 1.9905 -0.1914  C3 1.019
10 H 1.8837 -1.6383 0.0039  O12 1.166
11 N 2.8746 0.3925 -0.0111  C3 1.234, O12 1.464
12 O 2.8981 -1.0695 -0.0743  H10 1.166, N11 1.464
13 S 0.3893 -0.0688 -0.7946  C2 1.657, C3 1.847

# 6
DFT (ωB97M-V/def2-TZVPD) results for 2 unconnected molecules or ions with the total composition C3H7NOS in a non-equilibrium geometry.

Calculated values
energy above the lowest of the compared OMol25 structures with the same formula, charge and spin	5.204	eV
net charge	0
frontier orbital gap	7.93	eV

Last columns: bonded neighbours and bond lengths (Å).
Geometry (Å):
1 C 0.7264 1.0074 -0.8686  C2 1.487, N4 1.206
2 C 1.6806 1.8199 -1.6689  C1 1.487, H7 1.094, H8 1.105, H9 1.048
3 C 0.1591 -1.0406 0.1973  N4 1.203, H10 1.069, H12 1.042
4 N 0.5893 0.0059 -0.2101  C1 1.206, C3 1.203
5 O -2.0291 -1.8091 2.3283  S6 1.674, H13 0.954
6 S -2.9646 -0.8407 1.3341  O5 1.674, H11 1.422
7 H 2.0369 1.1325 -2.4413  C2 1.094
8 H 1.1565 2.7136 -2.0535  C2 1.105
9 H 2.4356 2.0497 -0.9797  C2 1.048
10 H 0.5502 -1.3827 1.1313  C3 1.069
11 H -1.9704 -0.1997 0.5443  S6 1.422
12 H -0.1143 -1.6949 -0.5666  C3 1.042
13 H -2.2562 -1.7614 3.2534  O5 0.954

# 7
DFT (ωB97M-V/def2-TZVPD) results for C3H7NOS2 in the gas phase in a non-equilibrium geometry.

Calculated values
energy above the lowest of the compared OMol25 structures with the same formula, charge and spin	1.239	eV
SMILES	O=CNCCSS
net charge	0
frontier orbital gap	9.25	eV

Last columns: bonded neighbours and bond lengths (Å).
Geometry (Å):
1 S -0.7706 -1.5328 3.4107  S2 2.082, H8 1.373
2 S 0.5602 -1.6773 1.8156  S1 2.082, C3 1.822
3 C 0.3731 -0.1310 0.8698  S2 1.822, C4 1.532, H9 1.092, H10 1.093
4 C 0.3342 -0.4027 -0.6378  C3 1.532, N5 1.478, H11 1.097, H12 1.086
5 N -0.6195 0.5186 -1.2915  C4 1.478, C6 1.381, H13 1.010
6 C -0.1963 1.4018 -2.2644  N5 1.381, O7 1.207, H14 1.101
7 O -0.7308 2.4678 -2.4520  C6 1.207
8 H 0.0404 -1.7380 4.4997  S1 1.373
9 H 1.1885 0.5571 1.1009  C3 1.092
10 H -0.5547 0.3712 1.1538  C3 1.093
11 H 1.2382 -0.0789 -1.1673  C4 1.097
12 H 0.1463 -1.4181 -0.9753  C4 1.086
13 H -1.6100 0.6576 -1.1501  N5 1.010
14 H 0.6012 1.0047 -2.9119  C6 1.101

# 8
DFT (ωB97M-V/def2-TZVPD) results for C3H7NOS2 in the gas phase in a non-equilibrium geometry.

Calculated values
energy above the lowest of the compared OMol25 structures with the same formula, charge and spin	3.882	eV
net charge	0
frontier orbital gap	9.42	eV

Last columns: bonded neighbours and bond lengths (Å).
Geometry (Å):
1 C 0.8346 0.6588 1.0775  C2 1.462, N4 1.239, H8 1.090
2 C 0.9374 -0.6981 0.5440  C1 1.462, S7 1.924, H10 1.147, H11 1.013
3 C -1.6849 -0.7501 -0.7629  S7 1.908, H9 1.048, H12 1.117, H13 1.151
4 N 0.5739 1.7750 0.6061  C1 1.239, S6 1.642
5 O 0.5175 -1.0080 -2.1621  S7 1.457
6 S 0.2863 2.1293 -0.9707  N4 1.642, H14 1.386
7 S 0.0306 -1.5725 -0.9097  C2 1.924, C3 1.908, O5 1.457
8 H 1.3863 0.6792 2.0178  C1 1.090
9 H -2.3930 -1.3353 -0.2584  C3 1.048
10 H 1.9263 -0.9840 0.0385  C2 1.147
11 H 0.9180 -1.4195 1.2543  C2 1.013
12 H -2.1601 -0.6578 -1.7698  C3 1.117
13 H -1.4916 0.2785 -0.2847  C3 1.151
14 H -0.1229 3.4422 -0.8021  S6 1.386